# 1
Formula: C40H111N9O13
Source: the OMol25 dataset
Level of theory: ωB97M-V with the def2-TZVPD basis set

Cartesian coordinates (Å):
C (0.6574, 5.5927, -0.3036)
C (0.5797, 6.0972, 1.1768)
O (1.9022, 6.2957, 1.6387)
O (-0.6289, 5.4732, -0.9472)
H (1.2820, 4.7073, -0.4223)
H (1.2777, 6.3402, -0.7980)
H (-0.0171, 5.3781, 1.7377)
H (-0.0323, 6.9966, 1.2451)
H (1.9292, 6.8547, 2.4187)
H (-0.5601, 5.1211, -1.8376)
C (-2.3672, -2.5083, 1.6083)
C (-3.6155, -1.8241, 1.0598)
O (-3.7197, -0.4690, 1.5150)
O (-1.2832, -2.3681, 0.6780)
H (-2.4967, -3.5787, 1.7682)
H (-2.0855, -2.1294, 2.5907)
H (-4.5109, -2.3142, 1.4420)
H (-3.7052, -1.9237, -0.0219)
H (-3.1696, 0.0984, 0.9701)
H (-0.6055, -3.0101, 0.9020)
C (6.1276, 3.4827, -0.1780)
C (6.5678, 2.1249, 0.5029)
C (6.0625, 0.8680, -0.1783)
O (4.6107, 0.7535, -0.3568)
C (3.9615, 0.8688, 0.8797)
N (7.9876, 2.1745, 0.5317)
H (6.4193, 4.3435, 0.4237)
H (5.0466, 3.6115, -0.2319)
H (6.5353, 3.4752, -1.1889)
H (6.2832, 2.2683, 1.5453)
H (6.3695, -0.0125, 0.3861)
H (6.6155, 0.7220, -1.1062)
H (4.4106, 0.3051, 1.6974)
H (2.9189, 0.5887, 0.7291)
H (4.0430, 1.9143, 1.1770)
H (8.3437, 1.6413, 1.3121)
H (8.2365, 3.1378, 0.7054)
C (-5.5320, 0.3115, -5.9984)
C (-5.0412, -0.4105, -4.7285)
C (-4.1655, 0.4997, -3.8894)
O (-2.8917, 0.7330, -4.5539)
C (-2.2697, 1.8983, -3.9980)
N (-6.2711, -0.8037, -3.9531)
H (-5.8861, -0.4079, -6.7367)
H (-4.6998, 0.7067, -6.5810)
H (-6.2814, 1.0831, -5.8222)
H (-4.5019, -1.3271, -4.9674)
H (-4.0224, 0.1089, -2.8819)
H (-4.6681, 1.4512, -3.7156)
H (-2.7134, 2.7954, -4.4297)
H (-1.2376, 1.9310, -4.3471)
H (-2.2701, 1.9523, -2.9093)
H (-6.8967, -0.0405, -3.7383)
H (-6.8575, -1.2865, -4.6188)
C (5.9197, -4.8200, 0.8674)
C (4.9245, -5.4032, -0.1040)
C (4.2714, -4.3523, -0.9938)
O (3.3800, -3.5023, -0.2882)
C (2.7681, -2.5074, -1.1170)
N (5.6779, -6.3740, -0.8824)
H (5.3976, -4.1045, 1.5027)
H (6.6055, -4.1606, 0.3355)
H (6.3834, -5.6022, 1.4684)
H (4.0923, -5.7708, 0.4964)
H (3.7111, -4.9125, -1.7423)
H (5.0126, -3.8011, -1.5725)
H (1.9687, -2.9489, -1.7122)
H (3.4574, -1.9354, -1.7380)
H (2.2854, -1.7998, -0.4429)
H (5.1048, -6.8424, -1.5697)
H (6.2380, -5.7813, -1.4783)
C (5.9283, -2.2486, -3.4638)
C (5.1209, -3.2891, -4.2270)
C (4.1541, -2.6348, -5.2217)
O (2.9482, -2.1038, -4.6956)
C (2.0560, -1.5652, -5.5975)
N (6.2006, -4.1032, -4.8432)
H (6.5972, -1.7355, -4.1547)
H (6.5220, -2.6709, -2.6531)
H (5.2855, -1.5428, -2.9375)
H (4.5086, -3.9620, -3.6266)
H (3.9091, -3.4558, -5.8955)
H (4.6804, -1.9375, -5.8735)
H (2.6178, -0.7147, -5.9838)
H (1.1118, -1.3243, -5.1089)
H (1.6894, -2.1911, -6.4111)
H (5.8856, -4.5574, -5.6885)
H (6.8392, -3.3980, -5.1823)
C (2.3164, -1.8734, 2.5598)
C (1.3851, -3.0091, 2.9692)
C (0.2762, -2.4847, 3.9002)
O (0.8368, -1.9200, 5.0854)
C (-0.0498, -1.1744, 5.8794)
N (0.8598, -3.5786, 1.7358)
H (1.6476, -1.1856, 2.0424)
H (3.1611, -2.1869, 1.9464)
H (2.6936, -1.4175, 3.4752)
H (1.9576, -3.8118, 3.4341)
H (-0.4112, -3.2898, 4.1599)
H (-0.2509, -1.6837, 3.3819)
H (-0.4776, -0.4041, 5.2377)
H (0.4756, -0.7139, 6.7160)
H (-0.9127, -1.6535, 6.3419)
H (0.4572, -4.4582, 2.0260)
H (1.6500, -3.9020, 1.1962)
C (-3.7282, -1.0873, 5.6882)
C (-4.2652, 0.2856, 5.1473)
C (-3.2167, 1.4191, 4.9168)
O (-2.5943, 1.6224, 6.1941)
C (-1.5038, 2.5609, 6.2824)
N (-5.0518, 0.1393, 3.9009)
H (-3.1131, -0.9440, 6.5766)
H (-3.1125, -1.5318, 4.9063)
H (-4.5420, -1.7681, 5.9380)
H (-5.0379, 0.6978, 5.7962)
H (-3.5792, 2.3629, 4.5094)
H (-2.5013, 1.0645, 4.1748)
H (-0.6924, 2.2484, 5.6252)
H (-1.2078, 2.6072, 7.3304)
H (-1.7684, 3.5816, 6.0064)
H (-5.5854, 0.9380, 3.5886)
H (-4.4691, -0.1008, 3.1117)
C (-6.7299, 6.6575, 4.3810)
C (-6.1638, 7.1569, 3.0558)
C (-5.6027, 6.0542, 2.0384)
O (-4.7395, 5.0880, 2.7920)
C (-3.3725, 5.4374, 3.0015)
N (-7.1965, 7.9783, 2.4812)
H (-5.8860, 6.4296, 5.0322)
H (-7.2894, 5.7330, 4.2386)
H (-7.2474, 7.4249, 4.9566)
H (-5.2536, 7.7306, 3.2304)
H (-5.0681, 6.4062, 1.1561)
H (-6.4413, 5.4856, 1.6364)
H (-3.3297, 6.3628, 3.5759)
H (-2.9980, 5.6164, 1.9936)
H (-2.8430, 4.6196, 3.4903)
H (-8.1404, 7.7189, 2.7302)
H (-7.1829, 7.9218, 1.4728)
C (-1.4641, -2.0391, -3.1048)
C (-1.1492, -3.4514, -3.6722)
C (-0.7690, -4.3899, -2.5715)
O (-0.3724, -5.7102, -3.1518)
C (0.1138, -6.5140, -2.1174)
N (-2.3369, -3.9995, -4.3546)
H (-0.6434, -1.5438, -2.5858)
H (-2.0718, -2.1181, -2.2034)
H (-2.0057, -1.4044, -3.8061)
H (-0.3160, -3.3972, -4.3730)
H (-1.6458, -4.4876, -1.9313)
H (0.0368, -3.9679, -1.9709)
H (0.3849, -7.5241, -2.4244)
H (-0.6923, -6.6223, -1.3917)
H (0.9868, -6.1784, -1.5577)
H (-2.2507, -5.0046, -4.3037)
H (-3.1204, -3.8685, -3.7308)
C (-1.1860, 2.1079, 1.5657)
C (-1.0937, 1.8014, 0.0384)
C (0.3444, 1.5021, -0.5583)
O (0.2435, 1.3152, -1.9704)
C (1.4949, 1.1786, -2.5888)
N (-2.0029, 0.7034, -0.2628)
H (-0.6380, 3.0390, 1.7100)
H (-0.6334, 1.3694, 2.1466)
H (-2.1930, 2.1906, 1.9748)
H (-1.4542, 2.7076, -0.4484)
H (0.7080, 0.5543, -0.1614)
H (1.0124, 2.3037, -0.2432)
H (1.8454, 0.1495, -2.6684)
H (2.2724, 1.7726, -2.1085)
H (1.4528, 1.6229, -3.5833)
H (-1.4265, -0.0941, -0.0350)
H (-2.0089, 0.5878, -1.2661)

Results
Kohn-Sham gap (spin up / spin down): 1.318 / 8.410 eV
relative energy (zero: lowest compared OMol25 entry of this formula, charge and spin): 0.00 kcal/mol
spin multiplicity: 2
charge: -1
energy: -83299.5549 eV

Mulliken atomic charge list, values in e, 2 entries:
1 C -0.40
2 C -0.78


# 2
Formula: C40H17F15GeIN3O2RuS
Source: the OMol25 dataset
Level of theory: ωB97M-V with the def2-TZVPD basis set

Cartesian coordinates (Å):
Ru (-0.3880, -0.6393, 0.6235)
C (0.2236, 2.1466, 2.5402)
O (-0.1282, 0.7498, 2.4875)
C (-0.4613, 0.1352, 3.6906)
C (-0.4747, 0.8186, 4.8943)
C (-0.8200, 0.1409, 6.0547)
C (-1.1448, -1.2038, 6.0072)
C (-1.1214, -1.8767, 4.7963)
C (-0.7793, -1.2130, 3.6315)
N (-0.7218, -1.8531, 2.3363)
N (-1.1359, -3.0639, 2.3758)
C (-1.2090, -3.8754, 1.3154)
C (-0.8521, -3.5593, -0.0324)
O (-0.2682, -2.4661, -0.3704)
C (-1.1601, -4.4938, -1.0736)
C (-1.7250, -5.6788, -0.7814)
C (-2.0332, -6.0878, 0.5627)
C (-2.5757, -7.3569, 0.8136)
C (-2.8452, -7.7528, 2.0989)
C (-2.5697, -6.8778, 3.1572)
C (-2.0422, -5.6290, 2.9255)
C (-1.7688, -5.2060, 1.6171)
H (-0.6090, 2.7142, 2.9525)
H (0.4142, 2.4377, 1.5153)
H (1.1195, 2.2719, 3.1437)
H (-0.2151, 1.8645, 4.9419)
H (-0.8293, 0.6737, 6.9959)
H (-1.4117, -1.7342, 6.9105)
H (-1.3659, -2.9265, 4.7419)
H (-0.9132, -4.2076, -2.0865)
H (-1.9509, -6.3699, -1.5867)
H (-2.7716, -8.0198, -0.0208)
H (-3.2592, -8.7324, 2.2943)
H (-2.7693, -7.1890, 4.1746)
H (-1.8281, -4.9690, 3.7524)
I (-6.1781, -2.3940, -0.0135)
C (-4.8298, -0.8260, 0.0178)
C (-5.2125, 0.4734, -0.2775)
C (-4.2581, 1.4786, -0.2383)
C (-2.9547, 1.1563, 0.0818)
N (-2.5908, -0.0997, 0.3717)
C (-3.5082, -1.0725, 0.3429)
H (-6.2390, 0.6987, -0.5345)
H (-4.5212, 2.5029, -0.4619)
H (-2.1733, 1.9051, 0.1029)
H (-3.1749, -2.0722, 0.5959)
F (3.1779, 1.1808, 0.9350)
C (3.8618, 2.1607, 0.3267)
C (3.4873, 2.6351, -0.9161)
C (4.2908, 3.6171, -1.4747)
F (3.9937, 4.0995, -2.6897)
C (5.4035, 4.1277, -0.8395)
F (6.1484, 5.0683, -1.4037)
C (5.7377, 3.6368, 0.4106)
F (6.7987, 4.1099, 1.0444)
C (4.9683, 2.6490, 0.9964)
F (5.3002, 2.1767, 2.1952)
Ge (1.9651, 2.0863, -1.9784)
S (0.5498, 0.7379, -0.9255)
C (0.9534, 3.6936, -2.3698)
C (0.3586, 4.3719, -1.3184)
F (0.4806, 3.9147, -0.0561)
C (-0.3820, 5.5221, -1.4919)
F (-0.9530, 6.1342, -0.4566)
C (-0.5322, 6.0342, -2.7683)
F (-1.2383, 7.1381, -2.9580)
C (0.0562, 5.3952, -3.8438)
F (-0.0838, 5.8962, -5.0639)
C (0.7865, 4.2397, -3.6320)
F (1.3442, 3.6775, -4.7061)
C (2.5013, 1.1374, -3.5721)
C (1.5193, 0.7410, -4.4659)
F (0.2383, 1.0595, -4.2380)
C (1.8027, 0.0268, -5.6103)
F (0.8394, -0.3363, -6.4496)
C (3.1174, -0.3116, -5.8807)
F (3.4093, -0.9974, -6.9747)
C (4.1248, 0.0606, -5.0104)
F (5.3826, -0.2732, -5.2738)
C (3.8044, 0.7738, -3.8695)
F (4.8186, 1.0946, -3.0577)

Results
Kohn-Sham gap (spin up / spin down): 6.888 / 5.657 eV
spin multiplicity: 6
charge: +1
energy: -169106.9363 eV

Mulliken atomic charge list, values in e, 2 entries:
1 Ru 0.09
2 C -0.32


# 3
Formula: C40H20ClMoN8O3
Source: the OMol25 dataset
Level of theory: ωB97M-V with the def2-TZVPD basis set

Cartesian coordinates (Å):
Mo (-0.2303, 0.1787, -0.4373)
C (-2.8335, 5.4590, 2.6187)
C (-3.6455, 4.5390, 3.2708)
C (-3.6536, 3.1920, 2.9044)
C (-2.8043, 2.8104, 1.8863)
C (-2.5287, 1.4889, 1.3265)
N (-1.5022, 1.6155, 0.4572)
C (-1.1874, 2.9930, 0.2484)
N (-0.3561, 3.2845, -0.6656)
C (-0.0054, 2.2212, -1.5102)
C (-0.3262, 2.3155, -2.9466)
C (-1.2738, 3.0949, -3.5763)
C (-1.3854, 2.9687, -4.9591)
C (-0.5997, 2.0716, -5.6929)
C (0.3489, 1.2870, -5.0667)
C (0.4905, 1.4407, -3.6859)
C (1.3297, 0.7656, -2.7652)
N (2.0227, -0.3485, -2.9270)
C (1.7490, -1.4076, -2.2534)
N (0.6013, -1.4670, -1.4455)
C (0.4044, -2.7408, -1.0593)
N (-0.6479, -3.2150, -0.3935)
C (-1.5907, -2.5018, 0.1578)
N (-1.6180, -1.1139, 0.3804)
C (-2.7491, -0.8130, 1.1147)
N (-3.1282, 0.3467, 1.6141)
C (-3.5168, -2.0375, 1.3208)
C (-4.6921, -2.2580, 2.0011)
C (-5.1381, -3.5842, 2.0741)
C (-4.4237, -4.6224, 1.4917)
C (-3.2271, -4.3875, 0.8046)
C (-2.7989, -3.0797, 0.7325)
C (1.5035, -3.5728, -1.5472)
C (1.7455, -4.9223, -1.4130)
C (2.8938, -5.4246, -2.0345)
C (3.7406, -4.5988, -2.7613)
C (3.4823, -3.2296, -2.9069)
C (2.3581, -2.7397, -2.2840)
N (1.1763, 1.3983, -1.5178)
C (-1.9745, 3.7427, 1.2341)
C (-1.9820, 5.0751, 1.5772)
H (-2.8540, 6.4949, 2.9292)
H (-4.2763, 4.8734, 4.0829)
H (-4.2879, 2.4745, 3.4067)
H (-1.8948, 3.7878, -3.0258)
H (-2.0991, 3.5879, -5.4867)
H (-0.7347, 2.0024, -6.7632)
H (0.9786, 0.6042, -5.6210)
H (-5.2457, -1.4495, 2.4577)
H (-6.0580, -3.8052, 2.5981)
H (-4.8003, -5.6331, 1.5708)
H (-2.6692, -5.1953, 0.3517)
H (1.0780, -5.5657, -0.8564)
H (3.1232, -6.4785, -1.9557)
H (4.6166, -5.0243, -3.2319)
H (4.1409, -2.5954, -3.4847)
H (-1.3560, 5.7966, 1.0703)
Cl (5.2875, -1.2423, 5.2727)
C (4.7957, -0.3006, 3.9479)
C (5.4053, 0.9359, 3.7250)
C (4.9724, 1.7197, 2.6834)
C (3.9247, 1.2406, 1.8615)
C (3.3512, -0.0276, 2.0531)
C (3.7910, -0.7921, 3.1018)
C (3.5280, 2.1691, 0.8994)
O (3.4408, 3.1171, 0.2986)
O (1.7973, 0.8992, -0.4392)
H (6.2058, 1.2701, 4.3699)
H (5.4283, 2.6832, 2.4959)
H (2.5912, -0.3950, 1.3812)
H (3.3732, -1.7706, 3.2899)
O (0.3699, 1.4202, 2.3287)
C (0.0486, 0.9743, 1.3218)

Results
Kohn-Sham gap (spin up / spin down): 5.758 / 5.756 eV
charge: +3
energy: -74219.2650 eV

Mulliken atomic charge list, values in e, 2 entries:
1 Mo 0.21
2 C -0.63


# 4
Formula: C40H24Br2F4N3O4PY
Source: the OMol25 dataset
Level of theory: ωB97M-V with the def2-TZVPD basis set

Cartesian coordinates (Å):
Y (-0.4143, 0.8841, 0.2479)
Br (2.8466, -5.3079, 6.9817)
C (1.0926, -5.0985, 6.3206)
C (0.0228, -5.1411, 7.1953)
C (-1.2667, -5.0150, 6.6977)
C (-1.4748, -4.7964, 5.3465)
C (-0.3933, -4.7701, 4.4735)
C (0.8957, -4.9284, 4.9576)
N (-2.8442, -4.7578, 4.8868)
N (-3.2047, -3.9615, 4.0106)
C (-2.3461, -2.8895, 3.5747)
C (-1.6728, -2.0695, 4.4307)
C (-0.9243, -0.9725, 3.9592)
C (-0.8548, -0.6833, 2.6279)
O (-0.0941, 0.3089, 2.1216)
C (-1.6288, -1.4711, 1.7294)
N (-1.6268, -1.1151, 0.3919)
C (-2.2980, -1.8684, -0.4607)
C (-3.0092, -3.0113, -0.0814)
C (-3.0498, -3.3596, 1.2395)
C (-2.3602, -2.5785, 2.1951)
H (0.1917, -5.2955, 8.2528)
H (-2.1223, -5.0642, 7.3632)
H (-0.5617, -4.6666, 3.4064)
H (1.7415, -4.9219, 4.2814)
H (-1.7182, -2.2669, 5.4941)
H (-0.3698, -0.3521, 4.6534)
H (-2.2911, -1.5581, -1.4976)
H (-3.5263, -3.5915, -0.8344)
H (-3.6136, -4.2232, 1.5733)
F (6.1474, 0.6005, -3.5925)
C (4.8545, 0.5956, -3.3367)
C (3.9444, 0.6615, -4.3694)
F (4.3697, 0.7249, -5.6187)
C (2.5941, 0.6522, -4.0896)
F (1.7649, 0.6915, -5.1279)
C (2.1066, 0.5805, -2.7906)
P (0.3029, 0.6652, -2.4721)
C (-0.3456, -0.7881, -3.3523)
C (-1.6585, -0.7859, -3.8288)
C (-2.1966, -1.9345, -4.3949)
C (-1.4412, -3.0980, -4.4587)
C (-0.1452, -3.1112, -3.9602)
C (0.4014, -1.9617, -3.4055)
C (-0.1759, 2.1739, -3.3793)
C (0.0575, 3.3773, -2.7105)
C (-0.3026, 4.5854, -3.2867)
C (-0.9027, 4.5983, -4.5375)
C (-1.1127, 3.4077, -5.2203)
C (-0.7504, 2.1964, -4.6471)
C (3.0555, 0.4952, -1.7734)
Br (2.5900, 0.2844, 0.0500)
C (4.4064, 0.5101, -2.0343)
F (5.3000, 0.4368, -1.0527)
H (-2.2660, 0.1086, -3.7554)
H (-3.2060, -1.9176, -4.7883)
H (-1.8635, -3.9953, -4.8947)
H (0.4459, -4.0175, -4.0098)
H (1.4141, -1.9842, -3.0185)
H (0.5276, 3.3785, -1.7345)
H (-0.1268, 5.5121, -2.7528)
H (-1.2047, 5.5388, -4.9836)
H (-1.5563, 3.4193, -6.2085)
H (-0.8994, 1.2808, -5.2026)
O (-0.5901, 6.5684, 0.9255)
C (0.4017, 5.6895, 1.1859)
C (1.6947, 6.1127, 1.4921)
C (2.7108, 5.2004, 1.7045)
C (2.4575, 3.8349, 1.6309)
C (1.1731, 3.4245, 1.3392)
C (0.1272, 4.3247, 1.0997)
C (-1.2535, 3.8159, 0.7880)
O (-2.2618, 4.3734, 1.0940)
O (-1.2219, 2.6411, 0.1176)
H (-0.2918, 7.4653, 1.1085)
H (1.8963, 7.1757, 1.5685)
H (3.7072, 5.5546, 1.9361)
H (3.2414, 3.1133, 1.8224)
H (0.9562, 2.3665, 1.3867)

Results
Kohn-Sham gap: 7.101 eV
relative energy (zero: lowest compared OMol25 entry of this formula, charge and spin): 0.00 kcal/mol
charge: +1
energy: -215812.6769 eV

Mulliken atomic charge list, values in e, 2 entries:
1 Y 0.94
2 Br -0.16